[1]
# C9H14

C9H14 as an isolated structure at a distorted geometry (ωB97M-V/def2-TZVPD, the Open Molecules 2025 dataset).

```
! wB97M-V def2-TZVPD RIJCOSX def2/J DEFGRID3
* xyz 0 1
C 0.7864 -2.0392 0.8269
C 1.7394 -1.1471 0.9352
C 0.1927 -1.1577 -0.1753
C 2.1282 -0.0999 0.1607
C 2.7007 -0.2655 -1.1885
C 2.2828 1.2934 0.6930
C -3.3796 0.2516 0.0111
C -0.8219 -0.0554 0.1076
C -2.1185 -0.6919 -0.3292
H 0.5460 -3.0353 1.3848
H 2.1382 0.1635 -2.0351
H 2.7736 -1.2798 -1.4237
H 3.7040 0.2966 -1.0560
H 1.6416 1.5259 1.5326
H 2.2188 2.0591 -0.0970
H 3.3411 1.4698 0.9692
H -3.4239 0.5241 1.0199
H -4.3665 -0.1824 -0.1556
H -3.3437 1.1527 -0.5918
H -0.8687 0.1759 1.1735
H -0.6373 0.8138 -0.4862
H -1.9268 -0.7292 -1.4603
H -2.2413 -1.6886 0.2053
*
```

The max |F| comes out at 0.05091 hartree/bohr. The energy comes out at -351.0868 Ha. As for the energy above the lowest of the compared OMol25 structures with the same formula, charge and spin: 639.1 kJ/mol. The frontier orbital gap is 0.29481 Eh. The molar mass comes out at 122.211 g/mol.



[2]
# C9H14

A 2-piece molecular cluster, C9H14 overall at a distorted geometry (ωB97M-V/def2-TZVPD, the Open Molecules 2025 dataset).

```
! wB97M-V def2-TZVPD RIJCOSX def2/J DEFGRID3
* xyz 0 1
C 3.4107 0.2647 0.4841
C 2.0901 -0.4414 0.5115
C 1.8929 -1.5598 -0.3154
C 0.6250 -2.1520 -0.3885
C -0.4742 -1.6521 0.2841
C -0.2011 -0.6912 1.2540
C 1.0670 -0.1893 1.4226
H 3.8366 0.2479 1.4849
H 3.2438 1.3722 0.4542
H 4.0642 0.2182 -0.3725
H 2.6424 -1.9545 -0.9885
H 0.6539 -3.1585 -0.8059
H -1.4849 -1.9999 0.1250
H -1.0449 -0.3211 1.8273
H 1.2062 0.5500 2.2094
C -3.0598 0.8190 -0.6006
C -2.2982 2.0051 -1.1922
H -3.3448 0.9317 0.4478
H -4.0451 0.7271 -1.0700
H -2.4388 -0.0528 -0.7901
H -1.5179 2.3760 -0.5211
H -2.9191 2.8900 -1.2812
H -1.9040 1.7708 -2.1788
*
```

The max |F| comes out at 0.06267 hartree/bohr. The energy comes out at -351.2949 Ha. As for the energy above the lowest of the compared OMol25 structures with the same formula, charge and spin: 92.6 kJ/mol. The frontier orbital gap is 0.36542 Eh. Its structure (SMILES) is Cc1ccccc1.CC. The molar mass comes out at 122.211 g/mol.



[3]
# C9H14

A 2-piece molecular cluster, C9H14 overall at a distorted geometry (ωB97M-V/def2-TZVPD, the Open Molecules 2025 dataset).

```
! wB97M-V def2-TZVPD RIJCOSX def2/J DEFGRID3
* xyz 0 1
C 3.2494 -0.4433 -1.0750
C 1.9204 0.1822 -0.9828
C 1.1649 0.2760 -2.1692
C -0.0149 1.0015 -2.1906
C -0.4856 1.5537 -1.0008
C 0.2105 1.3767 0.1664
C 1.4046 0.6566 0.2138
H 3.4246 -0.9794 -2.0214
H 3.5422 -1.0673 -0.2306
H 4.0623 0.2740 -1.2861
H 1.5858 -0.1879 -3.0516
H -0.6121 1.0945 -3.0895
H -1.3646 2.1724 -1.1053
H -0.2303 1.8157 1.0533
H 1.9564 0.4827 1.1277
C -3.0448 -1.3782 1.5246
C -1.9739 -0.6677 2.3713
H -3.9421 -0.7569 1.4423
H -2.5584 -1.3998 0.5495
H -3.3559 -2.3333 1.9200
H -1.3848 0.0522 1.8054
H -2.2901 -0.2843 3.3457
H -1.2636 -1.4403 2.6830
*
```

The max |F| comes out at 0.04214 hartree/bohr. The energy comes out at -351.3090 Ha. As for the energy above the lowest of the compared OMol25 structures with the same formula, charge and spin: 55.6 kJ/mol. The frontier orbital gap is 0.36888 Eh. Its structure (SMILES) is Cc1ccccc1.CC. The molar mass comes out at 122.211 g/mol.



[4]
# C9H14

A 2-piece molecular cluster, C9H14 overall at a distorted geometry (ωB97M-V/def2-TZVPD, the Open Molecules 2025 dataset).

```
! wB97M-V def2-TZVPD RIJCOSX def2/J DEFGRID3
* xyz 0 1
C 0.0717 -4.1539 -0.2138
C -0.1077 -2.7022 0.1999
C 0.7463 -1.7275 -0.2931
C 0.5315 -0.3952 0.0487
C -0.5764 -0.0429 0.7951
C -1.3783 -1.0215 1.3605
C -1.1557 -2.3518 1.0573
H 0.5387 -4.1789 -1.1970
H -0.8946 -4.6437 -0.2922
H 0.7015 -4.7178 0.4714
H 1.5982 -2.0240 -0.8910
H 1.2136 0.3883 -0.2436
H -0.8494 0.9979 0.9295
H -2.2141 -0.7246 1.9773
H -1.6949 -3.1338 1.5749
C 0.4602 3.0681 -0.9417
C 0.3657 4.5261 -0.4387
H 1.3283 2.6073 -0.4635
H -0.4191 2.4991 -0.6495
H 0.5415 3.0275 -2.0236
H 0.5456 5.3042 -1.1774
H 1.1862 4.7202 0.2718
H -0.5386 4.6790 0.1388
*
```

The max |F| comes out at 0.02465 hartree/bohr. The energy comes out at -351.3157 Ha. As for the energy above the lowest of the compared OMol25 structures with the same formula, charge and spin: 38.2 kJ/mol. The frontier orbital gap is 0.36989 Eh. Its structure (SMILES) is Cc1ccccc1.CC. The molar mass comes out at 122.211 g/mol.



[5]
# C9H14

A 2-piece molecular cluster, C9H14 overall at a distorted geometry (ωB97M-V/def2-TZVPD, the Open Molecules 2025 dataset).

```
! wB97M-V def2-TZVPD RIJCOSX def2/J DEFGRID3
* xyz 1 2
C 0.9694 2.3660 -2.8740
C 2.1597 1.4325 -2.6208
H 0.7080 2.4304 -3.9266
H 0.1040 2.0070 -2.3087
H 1.2100 3.3391 -2.4489
H 2.2018 1.2399 -1.5433
H 3.1129 1.8786 -2.9012
H 2.1231 0.4687 -3.1148
C -2.1566 0.6576 -0.1844
C 0.6408 -1.7845 0.4821
C -0.3490 -1.0868 -0.1424
C 0.7787 -1.6718 1.8755
C -1.2514 -0.2367 0.5934
C -0.1628 -0.9072 2.6289
C -1.1210 -0.1538 1.9969
H 1.2198 -2.5019 -0.0621
H -0.4392 -1.0997 -1.2195
H 1.5720 -2.1716 2.4178
H -0.2648 -0.9018 3.6821
H -2.2318 0.2487 -1.1824
H -1.7532 1.6665 -0.0680
H -1.7509 0.4200 2.6488
H -3.1506 0.6600 0.2581
*
```

As for the expectation value of S²: 0.768. The max |F| comes out at 0.03064 hartree/bohr. The energy comes out at -350.9966 Ha. As for the energy above the lowest of the compared OMol25 structures with the same formula, charge and spin: 32.6 kJ/mol. The frontier orbital gap (alpha / beta) is 0.37021 / 0.22865 Eh. The molar mass comes out at 122.211 g/mol.



[6]
# C9H14

A 2-piece molecular cluster, C9H14 overall at a distorted geometry (ωB97M-V/def2-TZVPD, the Open Molecules 2025 dataset).

```
! wB97M-V def2-TZVPD RIJCOSX def2/J DEFGRID3
* xyz 1 2
C 1.8828 -0.4157 -1.6182
C -1.5204 -1.6913 -0.3541
C -0.4740 -1.4365 -1.1759
C -1.4627 -1.5267 1.0121
C 0.7051 -0.7903 -0.7070
C -0.2976 -0.8015 1.5729
C 0.7679 -0.6252 0.6876
H -2.3942 -2.1663 -0.8275
H -0.8282 -1.6478 -2.2002
H -2.3566 -1.8287 1.6097
H -0.4075 -0.3998 2.5101
H 2.7327 0.0912 -1.0820
H 1.3207 0.2075 -2.4321
H 1.6213 -0.1805 1.1906
H 2.4352 -1.2850 -1.8929
C 0.2332 2.9036 1.0635
C -0.2230 2.7787 -0.3563
H -0.2550 3.7313 1.7085
H -0.0883 2.0457 1.7142
H 1.3915 2.9243 1.1253
H 0.2955 1.8514 -0.8818
H 0.1195 3.6459 -0.8578
H -1.2552 2.6405 -0.4312
*
```

As for the expectation value of S²: 0.768. The max |F| comes out at 0.09851 hartree/bohr. The energy comes out at -350.9494 Ha. As for the energy above the lowest of the compared OMol25 structures with the same formula, charge and spin: 156.4 kJ/mol. The frontier orbital gap (alpha / beta) is 0.36342 / 0.22797 Eh. The molar mass comes out at 122.211 g/mol.



[7]
# C9H14

A 2-piece molecular cluster, C9H14 overall at a distorted geometry (ωB97M-V/def2-TZVPD, the Open Molecules 2025 dataset).

```
! wB97M-V def2-TZVPD RIJCOSX def2/J DEFGRID3
* xyz 1 2
C 0.3606 -2.8062 0.3181
C -0.6409 -2.7749 1.5088
H 1.3152 -2.3330 0.4991
H 0.4792 -3.8670 0.1121
H -0.2027 -2.4855 -0.5626
H -0.1253 -2.6773 2.4442
H -1.3309 -1.9299 1.3925
H -1.1296 -3.7321 1.4263
C -1.6578 1.1330 0.7986
C 1.9012 1.0536 -0.5249
C 0.8448 1.0208 0.3395
C 1.7056 1.8401 -1.7201
C -0.4674 1.4635 -0.0085
C 0.4470 2.2164 -2.1665
C -0.6140 1.9944 -1.3073
H 2.7335 0.4379 -0.2164
H 1.0077 0.7151 1.3758
H 2.5773 2.1149 -2.3047
H 0.3075 2.8061 -3.0583
H -2.6824 1.1403 0.3693
H -1.7565 2.0035 1.4752
H -1.5622 2.4873 -1.4777
H -1.5098 0.1790 1.2874
*
```

As for the expectation value of S²: 0.767. The max |F| comes out at 0.03893 hartree/bohr. The energy comes out at -350.9743 Ha. As for the energy above the lowest of the compared OMol25 structures with the same formula, charge and spin: 91.1 kJ/mol. The frontier orbital gap (alpha / beta) is 0.37331 / 0.23631 Eh. The molar mass comes out at 122.211 g/mol.



[8]
# C9H14B2ClF4N4O4Sn

C9H14B2ClF4N4O4Sn as an isolated structure at a distorted geometry (ωB97M-V/def2-TZVPD, the Open Molecules 2025 dataset).

```
! wB97M-V def2-TZVPD RIJCOSX def2/J DEFGRID3
* xyz 1 1
Sn -0.8489 0.1396 1.3740
C -2.2103 -1.5885 -2.5212
C -1.6637 -1.3166 -1.1707
N -1.9306 -0.2642 -0.5039
O -2.6693 0.7433 -1.0139
B -1.7933 1.8530 -1.5696
F -0.7012 1.2545 -2.1952
F -2.5497 2.6543 -2.3352
O -1.2417 2.6766 -0.4072
N -0.2968 2.0096 0.2700
C 0.9140 2.4023 0.3116
C 1.3837 3.6488 -0.3452
C 1.8715 1.4781 0.9908
N 1.3636 0.4016 1.4423
O 2.1054 -0.5685 1.9924
B 2.0891 -1.8579 1.1633
F 2.2796 -1.4830 -0.1621
F 2.9981 -2.6908 1.6941
O 0.7266 -2.5114 1.2636
N -0.2199 -1.8310 0.5900
C -0.6877 -2.2464 -0.5193
C -0.2477 -3.4962 -1.1839
C 3.3220 1.7861 1.0686
H -2.8979 -0.7970 -2.8012
H -2.7176 -2.5547 -2.5339
H -1.4048 -1.6331 -3.2564
H 0.5759 4.0889 -0.9212
H 2.2257 3.4400 -1.0047
H 1.7157 4.3633 0.4114
H 0.5189 -3.9811 -0.5882
H 0.1569 -3.2719 -2.1719
H -1.0926 -4.1749 -1.3148
H 3.4672 2.6893 1.6654
H 3.7361 1.9744 0.0779
H 3.8523 0.9555 1.5227
Cl -3.1402 -1.8007 2.5154
C -2.3447 -0.4032 3.0905
H -1.6783 -0.5703 3.9277
H -2.9654 0.4819 3.1481
*
```

The max |F| comes out at 0.04115 hartree/bohr. The energy comes out at -1994.9264 Ha. The frontier orbital gap is 0.30319 Eh. The molar mass comes out at 494.015 g/mol.



Look up the molar mass of the fourth one.
122.211 g/mol



Repeat the seventh record exactly.
# C9H14

A 2-piece molecular cluster, C9H14 overall at a distorted geometry (ωB97M-V/def2-TZVPD, the Open Molecules 2025 dataset).

```
! wB97M-V def2-TZVPD RIJCOSX def2/J DEFGRID3
* xyz 1 2
C 0.3606 -2.8062 0.3181
C -0.6409 -2.7749 1.5088
H 1.3152 -2.3330 0.4991
H 0.4792 -3.8670 0.1121
H -0.2027 -2.4855 -0.5626
H -0.1253 -2.6773 2.4442
H -1.3309 -1.9299 1.3925
H -1.1296 -3.7321 1.4263
C -1.6578 1.1330 0.7986
C 1.9012 1.0536 -0.5249
C 0.8448 1.0208 0.3395
C 1.7056 1.8401 -1.7201
C -0.4674 1.4635 -0.0085
C 0.4470 2.2164 -2.1665
C -0.6140 1.9944 -1.3073
H 2.7335 0.4379 -0.2164
H 1.0077 0.7151 1.3758
H 2.5773 2.1149 -2.3047
H 0.3075 2.8061 -3.0583
H -2.6824 1.1403 0.3693
H -1.7565 2.0035 1.4752
H -1.5622 2.4873 -1.4777
H -1.5098 0.1790 1.2874
*
```

As for the expectation value of S²: 0.767. The max |F| comes out at 0.03893 hartree/bohr. The energy comes out at -350.9743 Ha. As for the energy above the lowest of the compared OMol25 structures with the same formula, charge and spin: 91.1 kJ/mol. The frontier orbital gap (alpha / beta) is 0.37331 / 0.23631 Eh. The molar mass comes out at 122.211 g/mol.



Look up the energy of the second one.
-351.2949 Ha



Please write out number 5 again, unchanged.
# C9H14

A 2-piece molecular cluster, C9H14 overall at a distorted geometry (ωB97M-V/def2-TZVPD, the Open Molecules 2025 dataset).

```
! wB97M-V def2-TZVPD RIJCOSX def2/J DEFGRID3
* xyz 1 2
C 0.9694 2.3660 -2.8740
C 2.1597 1.4325 -2.6208
H 0.7080 2.4304 -3.9266
H 0.1040 2.0070 -2.3087
H 1.2100 3.3391 -2.4489
H 2.2018 1.2399 -1.5433
H 3.1129 1.8786 -2.9012
H 2.1231 0.4687 -3.1148
C -2.1566 0.6576 -0.1844
C 0.6408 -1.7845 0.4821
C -0.3490 -1.0868 -0.1424
C 0.7787 -1.6718 1.8755
C -1.2514 -0.2367 0.5934
C -0.1628 -0.9072 2.6289
C -1.1210 -0.1538 1.9969
H 1.2198 -2.5019 -0.0621
H -0.4392 -1.0997 -1.2195
H 1.5720 -2.1716 2.4178
H -0.2648 -0.9018 3.6821
H -2.2318 0.2487 -1.1824
H -1.7532 1.6665 -0.0680
H -1.7509 0.4200 2.6488
H -3.1506 0.6600 0.2581
*
```

As for the expectation value of S²: 0.768. The max |F| comes out at 0.03064 hartree/bohr. The energy comes out at -350.9966 Ha. As for the energy above the lowest of the compared OMol25 structures with the same formula, charge and spin: 32.6 kJ/mol. The frontier orbital gap (alpha / beta) is 0.37021 / 0.22865 Eh. The molar mass comes out at 122.211 g/mol.